1.
This record from the Open Molecules 2025 dataset describes the molecule C5H6ClF. The level of theory is wB97M-V/def2-TZVPD.

Its highest occupied orbital energy is -0.323 hartree. The SMILES is C=C(F)/C(C)=C/Cl. As for the multiplicity: 1.

Positions of all 13 atoms, in Å:
C -1.92728 0.25452 -0.10684
C -0.94363 -0.68653 -0.12589
F -1.16616 -2.03931 0.00933
C 0.44226 -0.32067 -0.01520
C 0.71475 1.16254 0.07905
C 1.43995 -1.24582 0.06720
Cl 3.03986 -0.63528 -0.09640
H -1.94680 1.27251 -0.11903
H -2.90244 -0.21424 -0.11876
H 0.33098 1.55737 0.97858
H 1.66704 1.59623 -0.08656
H -0.02098 1.60618 -0.67972
H 1.27245 -2.30750 0.21425

***

2.
This record from the Open Molecules 2025 dataset describes the molecule C5H6ClF. The level of theory is wB97M-V/def2-TZVPD.

Its highest occupied orbital energy is -0.335 hartree. The SMILES is C=C(Cl)/C=C(\C)F. As for the multiplicity: 1.

Positions of all 13 atoms, in Å:
C 0.10457 -1.72488 0.77287
C 1.03059 -0.88096 0.27937
Cl 2.64977 -0.90276 1.02927
C 0.96487 0.15562 -0.74938
C -0.06900 0.96332 -0.84318
C -1.24316 1.10824 0.05890
F -0.15784 1.70171 -1.93117
H 0.37700 -2.40455 1.57188
H -0.88628 -1.80288 0.29466
H 1.86468 0.29361 -1.35186
H -2.18015 0.82274 -0.44841
H -1.34886 2.15602 0.35626
H -1.10620 0.51476 0.96080

***

Name the most stable of them. 2.

***

1.
This record from the Open Molecules 2025 dataset describes the molecule C3H2N2. The level of theory is wB97M-V/def2-TZVPD.

Its highest occupied orbital energy is -0.431 hartree. The SMILES is N#CCC#N. As for the multiplicity: 1.

Positions of all 7 atoms, in Å:
N 1.45129 -0.72499 -1.92016
C 0.79155 -0.17500 -1.06959
C -0.33989 0.01489 0.03148
C 0.07860 0.22151 1.21852
N 0.11769 0.55279 2.37463
H -1.05033 0.94007 -0.32450
H -1.04890 -0.82927 -0.31038

***

2.
This record from the Open Molecules 2025 dataset describes the molecule C3H2N2. The level of theory is wB97M-V/def2-TZVPD.

Its highest occupied orbital energy is -0.394 hartree. As for the multiplicity: 1.

Positions of all 7 atoms, in Å:
C -0.66340 -1.87116 0.06020
C -0.73799 -0.59975 0.02712
C 0.59395 0.16883 0.02064
N -1.35251 0.71945 0.01680
N -0.26893 1.32949 0.06597
H 1.22680 0.05589 0.80927
H 1.20208 0.19725 -1.00000

***

3.
This record from the Open Molecules 2025 dataset describes a 2-piece molecular cluster, C3H2N2 overall. The level of theory is wB97M-V/def2-TZVPD.

Its highest occupied orbital energy is -0.446 hartree. As for the multiplicity: 1.

Positions of all 7 atoms, in Å:
C 0.97585 0.93489 -0.02076
C -1.52728 -0.19035 -0.06954
C 0.56169 -0.35944 0.02372
N 1.34145 2.01506 0.00446
N -2.65462 -0.28979 0.01842
H 0.66655 -1.05240 -0.76453
H 0.63635 -1.05797 0.80823

***

Name the most stable of them. 1.

***

1.
This record from the Open Molecules 2025 dataset describes the molecule C21H26N2O5S. The level of theory is wB97M-V/def2-TZVPD.

Its highest occupied orbital energy is -0.324 hartree. The SMILES is CC[C@H](Oc1ccccc1)C(=O)Nc1ccc(S(=O)(=O)NC[C@H]2CCCO2)cc1. As for the multiplicity: 1.

Positions of all 55 atoms, in Å:
C 6.43913 1.64030 -0.52035
C 5.01197 1.51064 -1.03560
C 3.99401 1.63548 0.10100
O 4.03572 0.55995 1.02504
C 3.70566 -0.70937 0.62267
C 4.03820 -1.71927 1.52504
C 3.72255 -3.03365 1.24897
C 3.07557 -3.36314 0.06849
C 2.74385 -2.36283 -0.82624
C 3.04866 -1.03827 -0.55703
C 2.56928 1.90400 -0.41918
O 2.34913 2.35070 -1.52160
N 1.63381 1.61701 0.52562
C 0.24483 1.59385 0.41194
C -0.41539 1.95285 -0.76156
C -1.79287 1.83613 -0.82873
C -2.50004 1.38642 0.26762
S -4.26052 1.13750 0.15204
O -4.94541 1.88299 1.16639
O -4.65466 1.30806 -1.21991
N -4.38297 -0.45951 0.60064
C -4.06582 -1.47629 -0.36709
C -2.99940 -2.44915 0.17923
C -2.61300 -3.51262 -0.85434
C -1.51446 -2.80520 -1.64963
C -0.92898 -1.80983 -0.63433
O -1.79186 -1.78679 0.49339
C -1.86065 1.06219 1.44836
C -0.48717 1.16304 1.52094
H 6.63541 0.88706 0.23966
H 7.14621 1.50220 -1.33396
H 6.60320 2.62277 -0.08319
H 4.89027 0.54542 -1.52893
H 4.79108 2.29290 -1.76266
H 4.26609 2.50656 0.71535
H 4.54456 -1.44538 2.43748
H 3.98660 -3.80512 1.95649
H 2.83335 -4.39167 -0.15076
H 2.24166 -2.60509 -1.75132
H 2.76607 -0.28223 -1.27244
H 1.99546 1.26872 1.40630
H 0.15128 2.29911 -1.60993
H -2.33251 2.08078 -1.73013
H -5.11826 -0.65339 1.25658
H -3.67975 -0.95270 -1.24361
H -4.95470 -2.04400 -0.66482
H -3.36988 -2.87846 1.11584
H -2.20983 -4.38782 -0.34465
H -3.45397 -3.81725 -1.47207
H -1.93967 -2.27609 -2.50155
H -0.76059 -3.49857 -2.01579
H 0.05947 -2.11588 -0.27540
H -0.84515 -0.80328 -1.05939
H -2.44496 0.71995 2.28563
H 0.03034 0.89087 2.42914

***

2.
This record from the Open Molecules 2025 dataset describes the molecule C21H26N2O5S. The level of theory is wB97M-V/def2-TZVPD.

Its highest occupied orbital energy is -0.271 hartree. The SMILES is COc1ccc(NC(=O)C2CCN(S(=O)(=O)c3ccc(C)cc3)CC2)cc1OC. As for the multiplicity: 1.

Positions of all 55 atoms, in Å:
C -3.26599 -5.92558 2.47643
O -3.23436 -5.66090 1.09328
C -2.75359 -4.47504 0.61205
C -3.04514 -4.24319 -0.72889
C -2.63075 -3.10739 -1.39470
C -1.89974 -2.15486 -0.70070
N -1.43446 -0.96397 -1.26537
C -1.60168 -0.48936 -2.52338
O -2.20214 -1.04801 -3.41620
C -0.93771 0.88230 -2.71641
C -1.62381 1.90285 -1.79140
C -0.80671 3.18375 -1.65085
N 0.55064 2.88283 -1.23538
S 0.64678 2.29191 0.33792
O 0.37039 0.87427 0.43707
O -0.15305 3.15620 1.15164
C 2.37618 2.56546 0.67862
C 2.83007 3.86978 0.73005
C 4.16924 4.10995 0.97534
C 5.05722 3.05429 1.16906
C 6.50100 3.32308 1.45710
C 4.57599 1.75032 1.11473
C 3.23635 1.50220 0.86956
C 1.25320 2.09487 -2.22569
C 0.57966 0.74835 -2.49442
C -1.59203 -2.37001 0.64100
C -1.99871 -3.51383 1.31099
O -1.68682 -3.75100 2.62873
C -0.97792 -2.76800 3.34027
H -3.82098 -6.85903 2.57401
H -3.78428 -5.13682 3.02680
H -2.26359 -6.05345 2.89035
H -3.61848 -4.99766 -1.24331
H -2.87287 -2.95507 -2.43199
H -0.90051 -0.39104 -0.61771
H -1.11419 1.18540 -3.75356
H -1.75402 1.49131 -0.78951
H -2.61374 2.13223 -2.18954
H -0.75261 3.73165 -2.59595
H -1.23800 3.82887 -0.88441
H 2.12496 4.67155 0.58234
H 4.53410 5.12545 1.01853
H 7.12131 2.48036 1.16327
H 6.63819 3.48691 2.52612
H 6.84126 4.21478 0.93646
H 5.25497 0.92408 1.26534
H 2.84502 0.49774 0.82741
H 1.29846 2.69565 -3.13954
H 2.27299 1.94166 -1.86325
H 1.02756 0.28876 -3.37748
H 0.78201 0.09854 -1.64437
H -1.01441 -1.61495 1.15190
H 0.01800 -2.60045 2.91755
H -1.52175 -1.81862 3.37303
H -0.87731 -3.16039 4.35166

***

Name the most stable of them. 1.

***

1.
This record from the Open Molecules 2025 dataset describes a 2-piece molecular cluster, C4H7IO overall. The level of theory is wB97M-V/def2-TZVPD.

Its highest occupied orbital energy is -0.363 hartree. The SMILES is C=CCC=O.I. As for the multiplicity: 1.

Positions of all 13 atoms, in Å:
C -2.60020 0.71418 0.78278
C -1.77567 -0.31745 0.93062
C -1.02986 -0.96605 -0.29616
C 0.40943 -0.41813 -0.09669
O 0.75322 0.22316 0.83781
H -2.74532 1.13753 -0.19441
H -2.95106 1.36857 1.63094
H -1.56602 -0.73554 1.93889
H -0.86531 -1.99183 -0.21566
H -1.66586 -0.78343 -1.23197
H 1.14214 -0.73633 -0.86082
I 4.17635 0.72574 -1.17108
H 2.92968 0.24965 -0.19491

***

2.
This record from the Open Molecules 2025 dataset describes the molecule C4H7IO. The level of theory is wB97M-V/def2-TZVPD.

Its highest occupied orbital energy is -0.338 hartree. The SMILES is C[C@@H]1C[C@H](I)O1. As for the multiplicity: 1.

Positions of all 13 atoms, in Å:
C 0.97910 -1.22686 -0.32698
C 0.66639 0.25000 -0.45986
C 0.05776 0.70243 0.85405
C -1.21397 0.96864 -0.02281
I -2.97524 -0.34918 0.16751
O -0.56484 0.52446 -1.19202
H 0.17979 -1.90979 -0.47596
H 1.24285 -1.50726 0.60990
H 1.77847 -1.64843 -1.03438
H 1.43602 0.80290 -0.80174
H -0.13075 -0.15092 1.65836
H 0.30858 1.70288 1.20335
H -1.76417 1.84113 -0.17942

***

3.
This record from the Open Molecules 2025 dataset describes C4H7IO as an isolated structure. The level of theory is wB97M-V/def2-TZVPD.

Its highest occupied orbital energy is -0.345 hartree. As for the multiplicity: 1.

Positions of all 13 atoms, in Å:
C 0.58179 0.64382 0.67793
C 0.53221 -0.25503 -0.48731
C -0.44693 1.45936 -0.20846
C -0.07231 -1.66719 -0.22683
O -0.48643 0.41507 -1.15061
I -2.31747 1.82077 0.84683
H 0.08513 0.25009 1.60671
H 1.39688 1.25377 1.08805
H 1.57622 -0.50881 -1.01562
H -0.13961 2.48549 -0.57059
H 0.38945 -2.41718 -0.95097
H -1.16150 -1.52327 -0.38592
H 0.06257 -1.95691 0.77679

***

Name the most stable of them. 1.

***

1.
This record from the Open Molecules 2025 dataset describes an isolated ion of composition C6H14N3 and charge +1. The level of theory is wB97M-V/def2-TZVPD.

Its highest occupied orbital energy is -0.485 hartree. The SMILES is CN1N=C1CCCC[NH3+]. As for the multiplicity: 1. Its charge is +1.

Positions of all 23 atoms, in Å:
C 3.13639 -0.52268 0.68272
N 2.31144 0.01247 -0.51246
N 1.07064 -0.90951 -0.90735
C 0.96133 0.13484 -0.18090
C 0.15116 1.25865 0.15754
C -1.16433 1.08024 -0.63336
C -2.21684 0.26395 0.09936
C -2.19737 -1.27356 -0.27167
N -0.96540 -1.88902 0.10583
H 2.60942 -0.17502 1.55521
H 3.04361 -1.67905 0.85869
H 4.05191 -0.03049 0.52149
H 0.71707 2.05369 -0.37525
H 0.19749 1.31321 1.19735
H -1.04349 0.60123 -1.64316
H -1.67427 2.10716 -0.77024
H -2.14310 0.53502 1.15437
H -3.17355 0.56833 -0.28866
H -3.13105 -1.58134 0.20613
H -2.45963 -1.48279 -1.28898
H -0.48901 -1.52828 0.85581
H -0.24831 -1.84617 -0.68107
H -0.98012 -2.98073 0.68358

***

2.
This record from the Open Molecules 2025 dataset describes an isolated ion of composition C6H14N3 and charge +1. The level of theory is wB97M-V/def2-TZVPD.

Its highest occupied orbital energy is -0.525 hartree. The SMILES is CC1(C)NC[C@@]2(C)[NH2+]N12. As for the multiplicity: 1. Its charge is +1.

Positions of all 23 atoms, in Å:
C -0.13408 -1.79855 -1.15393
C 0.15360 -1.09004 0.16933
C 0.97914 -1.88309 1.15258
N -1.02197 -0.49449 0.83132
C -1.48543 0.51061 -0.15286
C -0.08554 1.29237 -0.31388
C 0.11288 2.61653 -0.89644
N 0.75068 1.19221 0.95409
N 0.90229 0.38869 -0.25447
H -0.90676 -2.49025 -1.02509
H 0.73664 -2.43732 -1.57399
H -0.30396 -1.14963 -1.95113
H 0.87976 -1.46364 2.09690
H 2.05148 -1.87692 0.82476
H 0.68608 -2.96821 1.17999
H -1.71137 -1.10545 1.03378
H -2.37142 1.15201 0.17475
H -1.62344 0.02911 -1.18093
H 1.08658 2.99027 -0.74635
H -0.34396 3.37927 -0.21040
H -0.25211 2.66836 -1.89665
H 1.55171 1.80022 1.17369
H 0.34922 0.73792 1.76493

***

Name the most stable of them. 2.

***

1.
This record from the Open Molecules 2025 dataset describes a 2-piece molecular cluster, H7N4OP overall. The level of theory is wB97M-V/def2-TZVPD.

Its highest occupied orbital energy (spin up / spin down) is -0.241 / -0.241 hartree. As for the multiplicity: 1.

Positions of all 13 atoms, in Å:
N -0.02707 -0.19686 2.14430
N 0.03756 0.85716 -2.69243
N 0.75211 0.80562 1.57738
N -0.52867 0.21594 -1.52758
O -0.85551 -1.49872 0.29492
P -0.00827 -1.30729 -0.96371
H -0.68460 0.06366 2.88865
H 0.46657 -0.94692 2.61099
H 0.80753 0.22898 -2.97490
H 0.46457 1.60460 -2.31853
H 1.71130 0.44291 1.30509
H -1.58862 0.34225 -1.55236
H -0.54690 -0.61134 1.20816

***

2.
This record from the Open Molecules 2025 dataset describes a 2-piece molecular cluster, H7N4OP overall. The level of theory is wB97M-V/def2-TZVPD.

Its highest occupied orbital energy is -0.321 hartree. The SMILES is [H]/N=N\[H].NP(N)O. As for the multiplicity: 1.

Positions of all 13 atoms, in Å:
H 1.87233 -3.56204 -1.15871
N 1.80801 -3.52030 -2.20119
N 1.33051 -2.54178 -2.71564
H 0.99148 -1.76259 -2.10385
N 0.03355 2.32462 0.42648
P -0.19996 0.62151 0.60954
N -1.88781 0.75518 0.95724
O 0.33604 0.45639 2.11974
H -0.56496 2.71479 -0.29099
H 0.99453 2.53423 0.17889
H -2.22147 -0.11594 1.36300
H -2.45081 0.94373 0.13736
H -0.04146 1.15217 2.67813

***

Name the most stable of them. 2.